# 1
Here is a molecular structure, C50H41F3N4OP2SbSeZn from OMol25. Energies are from the ωB97M-V functional and the def2-TZVPD basis.

Gap between HOMO and LUMO = 7.308 eV
Molecular weight = 1098.96 u
LUMO = 2.18 eV
HOMO energy = -5.1304 eV
Relative energy (zero: lowest compared OMol25 entry of this formula, charge and spin) = 56.1 kcal/mol

Geometry as ORCA input:
```
! RIJCOSX wB97M-V def2-TZVPD def2/J DEFGRID3
* xyz -1 1
Sb 1.843 -0.229 -2.462
Se 2.533 -1.119 3.557
Zn -0.204 -0.400 -0.290
P -1.327 1.950 3.188
P -1.991 -1.215 2.397
F 1.604 -5.948 -4.998
F 2.444 3.787 -7.229
F 7.981 -0.795 -1.130
O -0.555 -0.366 -3.090
N 1.293 -0.990 0.888
N -1.861 4.584 -5.119
N -1.792 1.324 -2.042
N -1.129 3.430 -3.055
C 2.322 2.902 -6.212
C 1.799 -2.150 -3.407
C -1.456 4.807 3.118
C -2.540 3.714 4.956
C -3.669 1.029 1.880
C 5.797 -0.223 -0.462
C 0.332 2.263 2.475
C 1.775 -1.030 1.954
C 1.852 2.967 0.725
C -2.567 -2.420 1.123
C -1.570 -3.138 0.457
C -1.969 -2.357 3.839
C 2.936 2.659 1.534
C -0.832 -4.179 4.948
C 1.433 1.951 3.274
C -2.612 6.109 4.777
C 3.264 1.799 -4.328
C -2.853 -3.293 5.884
C -1.475 2.307 -2.619
C -2.378 1.819 1.659
C 4.450 -0.102 -0.793
C 1.130 2.225 -6.055
C 2.335 -4.514 -3.280
C 4.896 -0.889 -3.006
C -1.889 -4.088 -0.502
C 1.668 -4.699 -4.472
C -2.610 -0.960 -2.011
C -1.793 3.628 3.783
C 1.060 -3.661 -5.148
C 3.393 2.715 -5.364
C -0.911 -3.262 3.913
C 2.086 1.079 -4.143
C 6.245 -1.015 -2.704
C -1.859 6.037 3.610
C 2.724 2.149 2.808
C 1.123 -2.387 -4.600
C -3.218 -4.325 -0.824
C 6.665 -0.673 -1.432
C -1.807 -4.200 5.936
C -4.217 -3.613 -0.176
C 0.560 2.766 1.195
C -3.482 -0.196 2.776
C -1.550 4.006 -4.168
C 2.397 -3.227 -2.757
C 1.018 1.317 -5.011
C -2.954 4.946 5.448
C -2.934 -2.377 4.842
C -1.336 -0.133 -2.072
C -3.895 -2.673 0.793
C 3.977 -0.424 -2.063
H -3.196 -0.791 -2.922
H 3.757 0.233 -0.028
H -2.349 -2.016 -1.964
H 2.932 -3.069 -1.826
H -1.779 1.310 0.902
H 1.275 1.513 4.252
H -1.745 -4.914 6.748
H 3.566 1.881 3.434
H -2.924 7.072 5.162
H 2.003 3.363 -0.273
H -4.392 -0.800 2.791
H 3.944 2.803 1.165
H -4.696 -2.133 1.282
H 0.078 0.804 -4.848
H -0.272 3.033 0.562
H 0.541 -3.856 -6.078
H 0.306 2.424 -6.727
H 4.106 1.646 -3.663
H -0.527 -2.964 0.702
H -3.219 -0.701 -1.143
H -4.072 0.731 0.907
H 6.165 0.013 0.528
H 4.557 -1.159 -4.000
H -3.762 -1.681 4.826
H -4.427 1.673 2.337
H -5.256 -3.789 -0.426
H -1.586 6.943 3.084
H -3.613 -3.293 6.656
H -3.535 4.995 6.361
H -3.315 0.144 3.801
H -0.865 4.762 2.211
H -1.098 -4.624 -1.011
H 0.005 -4.865 4.990
H -3.472 -5.051 -1.585
H 0.620 -1.573 -5.106
H 2.796 -5.357 -2.782
H 6.965 -1.371 -3.430
H -2.792 2.805 5.490
H -0.120 -3.230 3.173
H 4.305 3.278 -5.517
H -2.605 2.808 1.253
*
```

Here are the Mulliken charges for atoms 1 to 8, given in e: atom 1 (Sb): 0.64, atom 2 (Se): -0.20, atom 3 (Zn): 1.32, atom 4 (P): 0.10, atom 5 (P): 1.18, atom 6 (F): -0.37, atom 7 (F): -0.36, atom 8 (F): -0.37

# 2
Here is a molecular structure, C50H42AsN6S5SbTc from OMol25. Energies are from the ωB97M-V functional and the def2-TZVPD basis.

Gap between HOMO and LUMO (alpha / beta) = 6.706 / 6.274 eV
Molecular weight = 1181.95 u
LUMO (alpha / beta) = -0.53 / -0.96 eV
HOMO energy (alpha / beta) = -7.2337 / -7.2305 eV
Relative energy (zero: lowest compared OMol25 entry of this formula, charge and spin) = 0.0 kcal/mol

Geometry as ORCA input:
```
! RIJCOSX wB97M-V def2-TZVPD def2/J DEFGRID3
* xyz 0 4
Sb -1.445 1.647 3.930
Tc 0.198 0.041 1.446
As -1.710 2.908 -1.622
S -0.018 2.242 5.553
S 2.749 2.495 -1.729
S -0.499 2.241 1.760
S -3.657 2.007 3.887
S -1.000 -0.692 3.248
N 1.628 1.096 0.051
N 4.011 1.597 2.797
N 1.719 -3.531 -0.734
N 1.215 -1.775 0.750
N 2.072 0.536 2.662
N -0.157 -2.271 -1.070
C -2.618 0.138 0.301
C 1.206 -3.645 2.972
C 2.451 -2.104 1.405
C 0.335 -7.391 -1.642
C 4.851 -2.600 2.707
C -3.528 2.948 -0.960
C 4.667 0.847 5.126
C -2.401 -1.791 -1.683
C 3.853 0.932 4.002
C 2.963 -0.598 6.082
C -1.848 2.949 -4.624
C -1.320 -1.490 -0.831
C 4.837 -1.794 1.578
C -5.281 2.874 0.673
C 1.601 -6.973 -2.025
C 2.458 -2.955 2.513
C -2.293 -2.840 -2.761
C -0.304 7.424 -1.230
C 4.200 0.064 6.161
C -1.793 5.657 -0.550
C -2.504 2.947 -3.403
C 3.636 -1.553 0.928
C 2.625 0.273 3.909
C 1.217 -4.829 -1.035
C 1.528 1.434 -1.200
C 0.283 6.569 -2.153
C -3.928 2.936 0.368
C -6.222 2.814 -0.348
C -0.485 -6.525 -0.938
C 3.447 2.481 -0.168
C -1.339 6.964 -0.430
C 3.673 -3.178 3.154
C -4.627 2.819 -4.540
C -0.164 5.260 -2.263
C 2.716 1.686 0.655
C -5.823 2.815 -1.676
C -0.044 -5.249 -0.624
C 0.913 -2.493 -0.297
C -4.470 2.881 -1.992
C 2.062 -5.695 -1.738
C 2.157 -0.500 4.969
C -1.210 4.795 -1.471
C -3.581 -1.091 -1.515
C -1.377 -0.508 0.157
C 3.435 -5.246 -2.153
C -3.965 2.835 -5.758
C -3.696 -0.136 -0.513
C -2.578 2.904 -5.804
C -3.901 2.881 -3.354
C 2.927 1.310 2.042
H 2.643 -3.527 -0.326
H -6.568 2.759 -2.461
H 0.956 -4.468 2.296
H 5.612 1.370 5.190
H -4.533 2.791 -6.679
H 0.717 1.108 -1.835
H 1.086 6.921 -2.788
H 2.249 -7.649 -2.569
H -1.469 -6.842 -0.616
H -0.679 -4.588 -0.047
H 4.325 3.061 0.059
H -3.202 2.942 1.172
H -1.527 -2.594 -3.505
H 0.301 4.601 -2.991
H 1.189 -0.976 4.917
H -1.800 7.625 0.293
H 3.393 -4.300 -2.696
H -2.062 -3.831 -2.359
H -5.590 2.851 1.710
H 4.793 -0.032 7.061
H 3.604 -0.917 0.049
H -4.624 0.404 -0.369
H -2.744 0.882 1.075
H -5.708 2.761 -4.518
H 0.045 8.444 -1.136
H -7.276 2.759 -0.105
H -3.237 -2.921 -3.296
H 4.795 2.163 2.524
H -0.003 -8.389 -1.886
H 3.906 -5.991 -2.791
H -0.206 -2.877 -1.873
H -4.420 -1.306 -2.166
H -2.606 5.315 0.077
H 0.354 -2.967 2.989
H 5.778 -2.786 3.234
H 5.752 -1.354 1.204
H 3.688 -3.815 4.030
H 1.341 -4.058 3.970
H 4.088 -5.095 -1.288
H -0.765 2.991 -4.668
H -2.068 2.918 -6.759
H 2.624 -1.179 6.929
*
```

Here are the Mulliken charges for atoms 1 to 8, given in e: atom 1 (Sb): 0.52, atom 2 (Tc): -0.43, atom 3 (As): 0.58, atom 4 (S): -0.57, atom 5 (S): -0.18, atom 6 (S): -0.50, atom 7 (S): -0.55, atom 8 (S): -0.67

# 3
Here is 5 unconnected molecules or ions with the total composition C50H44N2O7 in a non-equilibrium geometry from OMol25. Energies are from the ωB97M-V functional and the def2-TZVPD basis.

Gap between HOMO and LUMO = 7.205 eV
Molecular weight = 784.91 u
Structure (SMILES) = O=C1c2ccccc2C(=O)c2ccccc21.O=C1c2ccccc2C(=O)c2ccccc21.O=C1c2ccccc2C(=O)c2ccccc21.CCN(CC)CC.CC(N)=O
LUMO = -1.13 eV
HOMO energy = -8.3342 eV
Relative energy (zero: lowest compared OMol25 entry of this formula, charge and spin) = 0.0 kcal/mol

Geometry as ORCA input:
```
! RIJCOSX wB97M-V def2-TZVPD def2/J DEFGRID3
* xyz 0 1
O 3.252 -1.140 -3.038
O -0.478 1.804 -5.477
O 2.575 1.506 1.115
O -3.789 4.065 3.524
O 4.055 -6.622 -3.848
O -1.133 -5.635 -2.919
O -5.938 1.162 -0.403
N 1.670 3.293 5.261
N 1.386 0.580 2.764
C 2.191 3.198 6.597
C 2.584 2.738 -1.636
C -2.034 2.560 1.924
C 0.817 2.952 -3.257
C 2.232 -7.253 -5.868
C 1.649 -4.236 -0.160
C 1.929 0.561 1.525
C -0.552 -2.342 -6.048
C 1.339 -1.130 -4.420
C -0.550 -0.968 -5.901
C 2.852 1.457 -2.082
C 1.292 -7.589 -6.813
C 0.362 -0.357 -5.046
C 3.941 3.169 4.219
C 2.890 -6.341 -3.670
C 1.554 -0.610 0.635
C -5.457 1.746 0.544
C -7.926 3.468 3.578
C 0.392 -3.115 -5.375
C -3.406 2.572 1.749
C 2.449 -5.588 -2.469
C 2.329 -0.505 -3.498
C -6.313 2.323 1.611
C 0.287 3.710 5.067
C 1.834 -6.778 -4.628
C 0.475 -6.589 -4.363
C 3.394 -5.107 -1.569
C -1.783 1.438 -0.188
C 1.098 -5.359 -2.217
C -3.169 1.382 -0.333
C 1.363 -2.504 -4.603
C 0.709 -4.693 -1.065
C -7.685 2.173 1.580
C 2.100 0.917 -3.112
C 3.001 -4.450 -0.420
C -5.744 3.102 2.629
C -8.505 2.767 2.532
C -1.227 1.968 0.961
C 1.111 1.688 -3.735
C -6.557 3.690 3.584
C 2.583 4.526 7.269
C -0.662 3.097 6.076
C 0.270 1.109 -4.828
C -0.064 -7.484 -6.525
C 2.588 3.851 4.286
C -4.266 3.319 2.693
C 0.037 -5.850 -3.149
C 1.551 3.474 -2.198
C -0.470 -6.971 -5.300
C -3.977 1.903 0.662
H 2.712 4.941 4.411
H -6.074 4.181 4.419
H 0.754 -0.144 3.052
H -0.151 1.904 1.056
H -1.693 3.257 5.743
H 3.085 2.566 6.592
H -1.314 -2.801 -6.665
H 0.329 -4.191 -5.479
H 4.444 -5.269 -1.777
H 3.596 4.802 6.958
H 0.189 4.806 5.084
H 2.072 -3.103 -4.045
H 1.332 -3.745 0.749
H 4.461 3.286 5.171
H 2.513 -1.023 0.314
H 3.824 2.105 4.001
H -1.587 2.995 2.806
H -0.829 -7.626 -7.278
H -0.002 3.523 -3.673
H 3.768 -4.198 0.302
H 2.625 4.404 8.351
H 0.004 3.307 4.093
H 1.614 1.314 3.421
H -3.574 0.820 -1.162
H -1.182 0.948 -0.944
H 1.096 -1.390 1.250
H 2.097 3.715 3.314
H 3.611 0.891 -1.561
H -1.221 -0.349 -6.482
H -1.519 -6.883 -5.050
H 3.291 -7.281 -6.083
H -0.511 2.021 6.166
H 1.531 2.613 7.240
H -0.341 -4.530 -0.863
H 3.131 3.167 -0.809
H -8.157 1.637 0.765
H -9.576 2.661 2.432
H 4.574 3.558 3.424
H 1.944 5.363 6.990
H -0.622 3.574 7.056
H 1.335 4.480 -1.860
H -8.539 3.918 4.349
H 0.900 -0.386 -0.199
H 1.605 -7.889 -7.805
*
```

Here are the Mulliken charges for atoms 1 to 8, given in e: atom 1 (O): -0.66, atom 2 (O): -0.64, atom 3 (O): -0.54, atom 4 (O): -0.67, atom 5 (O): -0.65, atom 6 (O): -0.68, atom 7 (O): -0.66, atom 8 (N): 0.23

# 4
Here is a molecular structure, C50H45ClInN7O10S from OMol25. Energies are from the ωB97M-V functional and the def2-TZVPD basis.

Gap between HOMO and LUMO = 7.187 eV
Molecular weight = 1086.29 u
LUMO = -0.94 eV
HOMO energy = -8.1293 eV
Relative energy (zero: lowest compared OMol25 entry of this formula, charge and spin) = 0.0 kcal/mol

Geometry as ORCA input:
```
! RIJCOSX wB97M-V def2-TZVPD def2/J DEFGRID3
* xyz 0 1
In -0.415 -0.657 0.585
Cl -3.536 -0.636 1.884
S 1.482 -0.919 3.526
O 7.217 -1.243 -1.906
O 1.871 1.677 -2.578
O 1.643 -3.929 -0.092
O 3.970 2.111 -2.665
O 6.758 -2.894 -0.602
O -3.570 -7.804 -1.519
O 1.153 -0.227 -0.877
O 1.083 0.264 2.682
O -2.674 -8.030 0.425
O 1.108 -2.150 1.159
N 6.436 -1.907 -1.245
N -0.183 1.735 0.132
N -1.425 -2.969 1.040
N -0.679 -2.308 -1.462
N -2.881 -7.406 -0.599
N -2.118 0.181 -0.948
N 3.034 1.384 -2.357
C -0.062 4.494 -0.278
C 3.870 -0.360 2.290
C -1.569 -3.905 0.090
C -0.851 -4.117 -3.565
C -4.677 3.107 -4.271
C -0.324 -2.870 -3.759
C 3.193 -1.251 3.104
C -1.863 -0.028 2.157
C -1.613 -3.302 2.296
C -1.911 -5.737 -2.013
C -2.243 -6.084 -0.758
C 2.086 0.853 7.684
C -2.888 1.933 -2.359
C 5.782 -1.817 2.346
C -1.037 2.328 -0.698
C -1.015 3.703 -0.903
C -1.177 -3.540 -1.255
C -2.045 1.449 -1.362
C 5.040 -1.494 -1.203
C -2.039 -4.573 2.680
C -3.068 -0.602 -1.466
C -3.864 1.125 -2.919
C 1.779 -0.218 5.157
C 2.362 1.031 5.300
C -1.129 6.540 -1.325
C 4.671 -0.307 -1.785
C 2.357 -0.645 -1.006
C -4.429 0.855 -5.314
C 3.779 -2.433 3.530
C 1.342 -0.934 6.260
C -3.949 -0.181 -2.435
C 5.177 -0.644 1.916
C 1.500 -0.396 7.532
C 2.517 1.565 6.568
C -0.328 6.574 1.033
C 3.351 0.110 -1.711
C 0.778 2.470 0.692
C 1.781 -2.757 0.229
C -0.280 -1.982 -2.676
C -1.311 -4.473 -2.287
C -4.799 1.602 -4.022
C -2.030 -5.205 0.369
C -2.281 -5.518 1.718
C 1.317 6.496 -0.869
C 5.083 -2.713 3.148
C 4.097 -2.305 -0.568
C -0.054 6.015 -0.373
C 0.878 3.833 0.508
C 2.800 -1.895 -0.462
C -6.253 1.292 -3.643
H 0.452 6.280 1.737
H -5.407 3.408 -5.024
H -3.392 1.060 -5.593
H -6.923 1.670 -4.418
H -6.518 1.771 -2.698
H 1.680 4.373 0.994
H -6.433 0.220 -3.543
H 3.216 -3.132 4.141
H -1.410 -2.536 3.035
H -2.132 6.258 -0.995
H -1.912 1.057 2.102
H -4.879 3.677 -3.361
H -2.641 -6.495 1.991
H -4.687 -0.875 -2.814
H -0.918 -4.833 -4.376
H -0.367 7.666 1.002
H -3.129 -1.606 -1.067
H -1.583 -0.316 3.168
H 5.394 0.303 -2.301
H 0.060 -2.562 -4.722
H 2.198 1.279 8.673
H -1.085 7.631 -1.356
H 0.097 -0.971 -2.796
H -2.182 -4.803 3.727
H -0.972 6.170 -2.342
H 6.798 -2.043 2.045
H -1.283 6.205 1.413
H 3.361 0.532 1.943
H 1.153 -0.942 8.400
H 1.535 6.085 -1.857
H 1.468 1.935 1.330
H -4.542 -0.225 -5.194
H 2.676 1.582 4.421
H -5.076 1.178 -6.133
H -1.753 4.160 -1.544
H -2.099 -6.429 -2.823
H 2.966 2.542 6.692
H 5.559 -3.629 3.476
H 5.718 0.048 1.283
H 0.873 -1.904 6.127
H 4.404 -3.258 -0.159
H 1.324 7.586 -0.939
H -2.768 2.948 -2.705
H 2.122 6.199 -0.194
H -3.687 3.377 -4.646
*
```

Here are the Mulliken charges for atoms 1 to 8, given in e: atom 1 (In): 3.49, atom 2 (Cl): -0.25, atom 3 (S): 0.15, atom 4 (O): -0.67, atom 5 (O): -0.59, atom 6 (O): -0.73, atom 7 (O): -0.71, atom 8 (O): -0.63

- Among the records above, which one has the highest molecular weight?
  C50H42AsN6S5SbTc

- Look up the molecular weight of the fourth one.
  1086.29 u

- The highest relative energy (zero: lowest compared OMol25 entry of this formula, charge and spin) belongs to which entry?
  C50H41F3N4OP2SbSeZn

- Number 1 is which compound?
  C50H41F3N4OP2SbSeZn